1.
{"formula": "C31H42FeIN4OSeSi3", "method": "the ωB97M-V functional and the def2-TZVPD basis", "largest_force_ev_per_a": 2.27, "energy_ev": -172305.6575, "e_homo_ev": [-4.50, -7.55], "gap_ha": [0.1455, 0.2410], "molar_mass_g_mol": 832.671, "spin_multiplicity": 6, "s2": 8.816, "elements": ["N", "H", "H", "Se", "C", "C", "H", "C", "H", "C", "H", "C", "C", "H", "H", "H", "C", "C", "H", "C", "H", "H", "H", "H", "C", "H", "C", "C", "H", "H", "C", "H", "H", "N", "Si", "H", "H", "H", "H", "C", "H", "C", "H", "C", "C", "H", "C", "H", "C", "H", "H", "H", "Si", "C", "H", "C", "N", "C", "I", "C", "H", "C", "H", "C", "Si", "Fe", "H", "H", "H", "H", "H", "C", "C", "H", "H", "H", "H", "C", "C", "N", "O", "C", "C", "H"], "coordinates": [[-0.644, 1.988, 1.330], [-2.194, -1.516, -2.056], [0.579, 3.656, 1.714], [0.144, 0.367, -1.385], [4.116, 3.494, 1.920], [2.017, -1.325, 3.308], [5.363, 4.833, 0.792], [-5.423, -1.920, -1.151], [4.380, -3.189, 1.693], [0.700, 1.234, 4.217], [-0.981, 1.718, -5.302], [-1.055, 1.491, -4.227], [-4.635, -3.850, -2.418], [-6.215, -1.421, -0.614], [2.875, 1.644, -3.514], [-1.162, 5.317, 1.237], [-0.992, -0.995, 3.110], [2.296, -1.752, 4.620], [1.995, 2.293, -4.917], [-2.913, 2.458, 0.621], [3.515, -2.995, 5.885], [-1.209, -1.676, 2.274], [-4.940, 2.738, 0.431], [2.534, 2.389, -1.328], [3.110, 2.543, 1.851], [0.272, 2.180, 3.865], [3.786, -2.776, 2.511], [-1.388, 4.261, 1.136], [3.691, -0.356, -1.374], [4.560, -1.617, -0.460], [-4.896, -5.207, -3.039], [1.430, -2.500, -1.445], [-5.520, -5.117, -3.934], [-3.863, -0.035, -0.721], [0.633, -0.103, 2.899], [4.845, -3.906, 4.004], [-1.321, 2.408, -3.689], [4.426, 0.028, 0.208], [-2.591, -3.727, -3.055], [-4.180, -1.301, -1.286], [1.937, -1.159, -4.009], [-3.400, -3.225, -2.528], [-2.083, 0.504, 0.962], [-4.762, 0.888, -0.247], [4.055, -3.186, 3.811], [1.727, 1.410, 4.567], [-0.417, 3.341, 1.417], [2.349, -3.567, -0.336], [-1.913, 1.572, 0.956], [-1.859, 0.760, -4.078], [0.684, -3.066, 0.067], [-3.964, -5.697, -3.331], [0.545, 0.822, -3.594], [-3.173, -1.971, -1.975], [2.724, 2.055, 2.742], [1.627, -2.736, -0.392], [2.574, 2.179, 0.698], [3.308, -2.673, 4.869], [4.892, 4.017, 3.782], [-2.663, 3.840, 0.714], [0.207, -1.537, -4.164], [2.773, -1.837, 2.245], [-1.827, -0.289, 3.211], [4.016, 3.687, -0.426], [2.315, -1.261, 0.508], [1.010, 0.730, 0.697], [1.715, -1.358, 5.457], [4.348, 4.113, -1.366], [-2.908, 0.276, -0.842], [1.052, -0.681, -5.483], [1.704, 2.983, -3.305], [1.911, 2.051, -3.847], [4.580, 4.082, 0.764], [0.104, 0.900, 5.077], [-3.443, 4.554, 0.462], [-6.606, -3.641, -1.600], [-5.421, -5.864, -2.342], [3.896, -0.743, -0.365], [0.977, -0.790, -4.390], [-4.221, 2.063, 0.265], [-5.975, 0.737, -0.260], [-5.630, -3.173, -1.715], [3.013, 2.731, -0.417], [-0.925, -1.597, 4.031]], "forces_ev_per_angstrom": [[0.94, -0.87, 0.23], [0.08, 0.05, -0.04], [-0.11, -0.02, 0.05], [-0.37, -0.32, -0.92], [-0.11, -0.17, 0.71], [0.19, -0.15, 0.30], [-0.09, -0.11, 0.01], [-0.05, -0.12, -0.03], [-0.12, 0.07, 0.15], [0.16, 0.48, -0.05], [-0.05, -0.05, 0.24], [-0.34, 0.13, -0.16], [-0.11, -0.14, -0.01], [0.05, -0.03, -0.05], [-0.15, 0.12, -0.07], [-0.01, -0.11, 0.00], [-0.42, -0.09, -0.23], [0.02, 0.00, -0.09], [0.00, -0.06, 0.26], [0.26, -0.47, 0.11], [-0.02, 0.04, -0.08], [0.00, 0.13, 0.24], [-0.22, 0.20, 0.12], [0.08, 0.08, 0.05], [0.31, 0.11, 0.72], [0.05, -0.17, 0.12], [-0.08, 0.10, -0.03], [0.31, -0.07, 0.06], [0.08, -0.09, 0.22], [-0.19, 0.20, 0.04], [0.02, 0.17, 0.08], [0.03, -0.10, 0.20], [0.04, 0.01, 0.05], [-0.15, -0.33, -0.20], [0.26, -0.85, 0.54], [-0.07, 0.07, -0.02], [-0.02, -0.13, -0.11], [-0.02, -0.14, -0.14], [-0.09, 0.08, 0.07], [0.02, 0.30, 0.15], [-0.14, 0.00, -0.09], [0.14, 0.02, -0.04], [0.01, 0.05, 0.09], [-0.05, 0.16, 0.21], [-0.04, 0.04, -0.13], [-0.23, -0.02, 0.00], [-0.13, 0.25, -0.10], [-0.18, 0.22, 0.03], [-0.45, 0.11, -0.12], [0.10, 0.16, -0.05], [0.20, 0.01, -0.15], [-0.07, 0.07, 0.04], [0.02, -0.14, 0.34], [0.01, -0.05, 0.02], [0.10, 0.13, -0.07], [-0.36, -0.20, -0.24], [-0.40, -0.51, 0.17], [-0.18, 0.15, -0.05], [-0.04, -0.04, -0.08], [-0.46, 0.43, -0.17], [0.14, 0.08, -0.08], [0.22, -0.21, 0.19], [0.19, -0.19, -0.04], [-0.17, -0.12, -0.63], [0.36, -0.68, 0.76], [-0.73, 2.14, -0.23], [0.15, -0.10, -0.19], [-0.08, -0.06, 0.08], [0.01, 0.02, 0.00], [0.00, -0.07, 0.26], [0.07, -0.13, -0.14], [0.34, 0.29, -0.05], [0.28, 0.28, 0.03], [0.12, 0.01, -0.16], [0.15, -0.11, 0.02], [0.11, 0.08, 0.00], [0.04, 0.04, -0.04], [0.12, 0.31, -0.20], [0.10, -0.31, -0.27], [0.18, -0.48, -0.22], [0.34, 0.10, -0.04], [-0.01, 0.01, 0.00], [0.12, 0.29, -0.89], [0.00, 0.16, -0.23]]}



2.
{"formula": "C31H43AsGaN3SSi", "method": "the ωB97M-V functional and the def2-TZVPD basis", "largest_force_ev_per_a": 0.50, "energy_ev": -169245.0191, "e_homo_ev": -7.73, "gap_ha": 0.2981, "molar_mass_g_mol": 662.504, "elements": ["H", "C", "H", "S", "H", "H", "H", "H", "C", "N", "C", "C", "As", "H", "H", "H", "H", "C", "H", "H", "H", "H", "H", "C", "C", "C", "H", "C", "C", "C", "C", "H", "Si", "C", "H", "H", "H", "H", "C", "C", "C", "H", "H", "C", "C", "C", "C", "H", "H", "C", "C", "Ga", "C", "H", "H", "C", "H", "C", "H", "H", "C", "C", "H", "C", "H", "H", "H", "H", "H", "H", "H", "H", "C", "H", "C", "N", "H", "N", "C", "H", "H"], "coordinates": [[1.241, -3.078, 1.032], [4.318, -3.475, -0.065], [-3.174, 4.000, -2.129], [1.606, 5.100, 0.364], [-1.389, -3.700, -0.521], [5.282, -3.140, -0.447], [-2.958, -1.427, 1.636], [-4.221, 1.816, -3.152], [-2.234, 3.696, -1.662], [2.874, 1.499, -0.615], [0.830, 0.385, 4.258], [-5.222, 0.417, -1.874], [3.607, -2.159, 1.204], [4.648, -3.715, 2.938], [-2.144, -0.732, -2.921], [5.675, 0.924, -2.374], [0.257, -4.078, -2.972], [-4.911, -0.867, 2.376], [1.315, 0.376, 5.222], [1.686, -2.829, 2.722], [4.441, -4.446, 0.418], [-4.866, -1.584, 3.199], [-2.325, 3.850, -0.588], [4.761, -2.654, 2.710], [2.784, 2.824, -0.769], [-2.910, 0.550, -0.292], [1.378, -3.797, -1.634], [4.864, 1.492, -1.938], [0.849, -3.312, -2.461], [-4.163, 1.229, -2.241], [-3.961, -1.275, 1.246], [-6.113, 0.361, -2.487], [-0.244, -1.926, -1.835], [0.117, 4.892, 1.173], [1.214, -0.009, -2.155], [-4.673, 0.121, 2.775], [5.499, 3.403, -2.696], [-1.234, 3.281, 1.578], [-5.108, -0.349, -0.730], [-1.924, 2.231, -1.976], [2.042, -3.198, 1.760], [-1.335, 0.681, 4.709], [-2.310, -2.191, -0.500], [4.766, 2.867, -2.106], [-0.314, 3.602, 1.109], [-0.674, 0.482, 2.613], [0.550, 2.744, 0.361], [1.597, -2.935, -3.166], [1.792, -1.041, -0.875], [-1.304, -2.611, -0.455], [-3.969, -0.311, 0.072], [0.484, 0.770, 0.099], [1.625, 3.438, -0.102], [3.632, -3.580, -0.906], [5.801, -2.450, 2.457], [3.708, 3.542, -1.527], [-4.278, -2.250, 0.868], [-3.004, 1.302, -1.478], [-5.912, -1.023, -0.453], [-1.438, 4.349, -2.027], [3.883, 0.855, -1.196], [0.886, -0.563, -1.267], [-0.881, -2.359, 0.522], [-1.814, 0.629, 1.781], [2.302, -4.254, 1.843], [2.513, 0.140, 2.808], [-1.830, 2.101, -3.057], [-2.778, 0.788, 2.258], [3.909, -0.219, -1.042], [-1.710, -2.200, -3.808], [3.584, 4.609, -1.658], [-0.703, -0.752, -3.952], [1.459, 0.245, 3.019], [-5.942, -0.827, 2.020], [-1.304, -1.346, -3.257], [-1.709, 0.601, 0.491], [4.498, -2.068, 3.591], [0.557, 0.281, 2.023], [-0.535, 0.540, 3.997], [-0.354, 5.730, 1.666], [-0.960, 1.982, -1.552]], "forces_ev_per_angstrom": [[-0.01, -0.01, -0.02], [0.02, -0.04, -0.01], [0.04, 0.00, 0.01], [-0.01, 0.09, -0.14], [0.00, 0.05, 0.02], [0.00, -0.01, 0.01], [0.04, 0.01, 0.01], [0.00, -0.02, 0.05], [-0.03, 0.01, -0.07], [0.16, 0.08, 0.08], [-0.02, -0.01, -0.04], [0.01, 0.00, -0.01], [-0.01, -0.02, 0.03], [0.03, 0.04, 0.00], [0.06, -0.03, -0.03], [-0.03, 0.02, 0.01], [0.07, 0.02, 0.04], [0.00, 0.01, -0.03], [-0.02, 0.00, -0.04], [-0.01, 0.02, -0.01], [-0.01, 0.03, -0.03], [0.00, 0.02, -0.03], [-0.02, 0.00, -0.02], [0.02, -0.06, 0.05], [-0.22, 0.03, -0.04], [0.12, -0.02, 0.07], [-0.02, 0.03, -0.05], [-0.04, 0.00, 0.00], [0.08, -0.17, -0.11], [-0.03, -0.01, -0.03], [-0.07, 0.12, 0.05], [0.03, 0.01, 0.02], [0.11, 0.01, 0.03], [0.01, -0.05, 0.11], [0.01, -0.05, 0.01], [-0.01, -0.03, 0.00], [-0.01, 0.00, 0.02], [0.00, -0.02, -0.01], [-0.02, -0.02, 0.00], [-0.12, 0.05, 0.04], [0.01, 0.00, 0.00], [0.04, -0.01, -0.01], [0.07, -0.05, -0.01], [0.01, -0.03, -0.03], [-0.03, 0.03, -0.10], [0.01, -0.02, -0.06], [-0.13, -0.14, -0.14], [-0.04, -0.05, 0.03], [0.00, 0.01, 0.01], [-0.09, -0.07, 0.09], [0.04, -0.01, 0.03], [-0.21, 0.11, 0.31], [0.48, 0.13, 0.08], [0.01, 0.01, -0.01], [-0.02, 0.01, 0.00], [0.02, 0.06, 0.05], [-0.01, -0.03, 0.00], [0.05, 0.03, 0.09], [0.03, 0.02, -0.01], [-0.02, -0.03, 0.03], [0.04, 0.01, 0.03], [0.00, 0.01, -0.16], [-0.05, -0.05, 0.00], [0.00, 0.02, 0.01], [-0.02, 0.01, 0.03], [-0.01, -0.02, -0.02], [-0.01, -0.01, 0.00], [-0.03, -0.04, 0.01], [0.00, 0.08, -0.01], [-0.01, 0.06, 0.02], [0.02, -0.01, 0.00], [-0.06, -0.03, -0.01], [-0.01, 0.02, 0.00], [0.03, 0.01, 0.01], [-0.14, 0.07, -0.13], [-0.13, 0.03, -0.09], [-0.01, -0.01, -0.03], [-0.12, -0.04, -0.03], [0.04, 0.01, 0.05], [0.02, -0.06, -0.02], [0.12, -0.06, 0.04]]}



3.
{"formula": "C31H43BF4N12O4S3Tm", "method": "the ωB97M-V functional and the def2-TZVPD basis", "total_charge": 1, "largest_force_ev_per_a": 3.50, "energy_ev": -132501.6043, "e_homo_ev": [-9.82, -9.82], "gap_ha": [0.2362, 0.2365], "molar_mass_g_mol": 999.704, "spin_multiplicity": 3, "s2": 2.002, "elements": ["N", "H", "C", "C", "H", "N", "C", "C", "F", "N", "C", "H", "N", "H", "S", "H", "H", "C", "H", "C", "C", "C", "C", "H", "H", "H", "H", "H", "H", "C", "H", "N", "H", "H", "H", "N", "N", "H", "C", "H", "F", "C", "N", "H", "O", "H", "N", "H", "Tm", "H", "H", "H", "H", "C", "O", "H", "C", "C", "H", "H", "C", "C", "H", "C", "H", "H", "N", "C", "O", "H", "H", "H", "C", "C", "H", "F", "H", "C", "B", "N", "C", "H", "C", "C", "C", "H", "C", "H", "H", "C", "S", "N", "S", "O", "C", "C", "H", "H", "F"], "coordinates": [[5.667, -11.841, 16.258], [0.198, -16.143, 8.933], [1.181, -15.785, 9.129], [4.225, -14.718, 7.173], [5.321, -13.295, 8.138], [12.966, -11.950, 12.572], [12.424, -10.491, 12.458], [10.575, -12.613, 13.142], [6.832, -11.248, 11.143], [5.117, -16.167, 14.252], [2.902, -14.821, 10.456], [-1.633, -10.506, 12.603], [4.660, -17.279, 16.080], [10.660, -13.444, 10.548], [4.880, -18.744, 11.042], [13.062, -9.870, 11.828], [-1.274, -21.061, 11.726], [-0.989, -20.302, 10.938], [10.336, -10.013, 12.937], [10.911, -10.423, 12.091], [2.553, -19.535, 12.255], [2.649, -19.592, 9.794], [2.121, -15.764, 8.063], [12.461, -13.638, 13.623], [7.299, -17.494, 9.619], [-1.662, -19.409, 11.009], [5.007, -18.256, 14.088], [11.104, -11.871, 9.895], [0.963, -15.228, 11.212], [12.048, -12.652, 13.561], [3.074, -19.468, 13.232], [10.351, -11.835, 11.869], [12.897, -13.685, 11.339], [1.136, -11.112, 11.134], [1.084, -17.055, 6.609], [6.613, -15.579, 10.231], [5.427, -14.062, 7.436], [4.626, -18.045, 16.752], [5.378, -13.965, 15.220], [0.816, -19.942, 8.807], [4.559, -11.497, 11.809], [3.895, -15.195, 5.878], [9.509, -17.543, 10.958], [2.673, -14.875, 12.356], [5.420, -18.766, 9.664], [6.618, -10.412, 15.104], [4.705, -15.973, 16.424], [-0.404, -11.639, 13.428], [5.576, -15.318, 12.278], [-1.226, -10.306, 14.270], [2.585, -16.480, 4.663], [5.931, -15.631, 9.423], [9.723, -18.010, 10.059], [6.291, -11.437, 15.127], [4.683, -17.283, 11.447], [2.465, -10.100, 11.581], [8.449, -16.762, 11.169], [5.287, -13.127, 16.335], [12.480, -10.006, 13.461], [12.224, -12.110, 14.480], [1.619, -10.632, 12.005], [6.478, -12.274, 14.042], [13.263, -12.210, 10.451], [1.179, -19.757, 12.172], [4.515, -14.842, 5.045], [4.871, -13.492, 17.306], [3.736, -14.646, 9.497], [11.153, -12.482, 10.778], [3.375, -14.528, 11.759], [7.187, -14.729, 10.032], [0.586, -19.777, 13.094], [1.967, -11.476, 12.635], [12.628, -12.639, 11.213], [0.498, -19.946, 10.975], [-1.268, -20.801, 9.985], [5.280, -12.163, 9.694], [5.857, -13.723, 6.617], [2.781, -16.058, 5.669], [5.640, -11.952, 10.989], [7.489, -16.685, 10.203], [1.278, -19.788, 9.755], [9.949, -12.214, 13.943], [5.042, -15.329, 15.333], [1.592, -15.306, 10.360], [3.323, -15.059, 8.249], [10.223, -13.680, 13.012], [4.913, -17.368, 14.734], [6.969, -11.974, 13.160], [3.395, -19.544, 8.962], [-0.825, -10.647, 13.301], [0.547, -9.526, 12.948], [5.900, -13.489, 14.087], [8.321, -15.753, 12.554], [5.592, -19.485, 12.098], [1.966, -16.398, 6.739], [3.212, -19.395, 11.071], [10.698, -9.778, 11.249], [10.283, -17.429, 11.599], [6.001, -13.342, 11.489]], "forces_ev_per_angstrom": [[0.36, -0.64, -0.57], [-0.60, -0.34, 0.13], [1.48, 0.34, 0.48], [-1.01, -1.49, -1.62], [0.20, -0.94, -0.70], [-2.83, 0.72, -1.73], [0.10, -0.68, 1.25], [-0.46, -0.89, -0.97], [-0.99, -0.19, -0.04], [-0.03, -0.41, 1.35], [0.22, -0.02, 0.15], [-0.08, -0.56, -0.53], [0.52, 0.39, -2.60], [0.33, 0.24, 0.11], [0.61, -0.32, 0.19], [0.00, -0.45, -0.32], [0.43, 1.08, -0.60], [-0.48, -0.43, -0.12], [0.20, -0.14, -0.25], [-0.37, -1.74, 0.58], [-0.48, 0.25, 0.65], [0.38, 0.56, 0.93], [0.53, -0.72, -2.26], [-0.02, -0.70, 0.30], [-0.38, 0.28, -0.16], [0.64, -0.67, 0.18], [-0.20, 0.18, 0.67], [-0.24, 0.38, -0.34], [-0.71, -0.16, 0.50], [1.30, 1.60, -0.88], [-0.46, 0.09, -0.83], [1.03, 0.52, 0.39], [0.11, -0.11, 0.03], [-0.22, 0.41, 0.34], [0.63, 0.47, -0.07], [-0.11, 0.39, -1.83], [-1.09, 0.57, 1.94], [-0.24, 0.58, -0.15], [0.59, 3.24, 1.18], [-0.46, -0.11, -0.50], [1.50, -0.61, -0.90], [0.17, 0.69, 1.26], [0.30, -0.34, -0.51], [0.65, 0.50, -0.31], [-0.50, -0.18, 1.84], [0.13, 0.16, 0.00], [0.50, 0.20, 0.95], [-0.43, -0.25, -0.22], [0.13, 0.72, -1.85], [0.18, -0.31, -0.24], [0.16, 0.35, 0.82], [0.88, -0.13, 0.98], [-0.50, 0.62, 0.92], [-0.55, -0.33, 1.12], [0.38, 0.00, 0.48], [0.11, 0.15, 0.38], [-0.80, 0.82, -0.68], [-0.17, 0.73, 0.47], [0.43, -0.65, -0.48], [-0.08, -0.15, 0.49], [-0.23, -1.08, -0.33], [-1.65, -1.04, 1.19], [0.37, 0.09, -0.06], [-0.76, -0.31, 0.76], [-0.25, -0.40, 0.23], [0.38, 0.41, -0.98], [-0.28, -0.29, 0.17], [-0.52, -0.06, 1.51], [-0.77, -0.61, 0.29], [-0.54, -0.69, 0.07], [0.29, -0.26, -0.24], [0.08, 0.62, -0.18], [0.48, 0.71, 1.27], [0.95, 0.53, -1.53], [0.39, 0.40, 0.44], [-0.15, 0.37, -0.40], [0.57, 0.36, -1.00], [0.02, -0.20, 0.77], [-0.20, 0.75, 0.88], [1.43, -0.66, 0.49], [-0.46, -0.94, 1.36], [0.00, 0.31, -0.14], [-1.14, -2.56, 0.19], [-0.20, -0.17, -1.44], [1.11, 0.71, 0.34], [0.20, 1.16, -0.26], [-0.11, -1.20, 0.73], [0.47, 0.25, -0.89], [-1.34, 0.04, 0.44], [0.22, 0.98, 1.12], [0.32, 0.02, -0.33], [0.67, -1.32, -0.44], [0.15, -0.42, -0.18], [-0.28, 1.13, -1.03], [-0.98, 0.80, 0.72], [1.47, 0.41, -1.82], [-0.02, -0.18, -0.45], [-0.24, -0.28, 0.02], [-0.12, 0.04, -0.13]]}